1.
Here is C18H35N2NdS as an isolated structure from OMol25. Energies are from the ωB97M-V functional and the def2-TZVPD basis.

Geometry as XYZ:
```
57
Properties=species:S:1:pos:R:3:forces:R:3
C 2.3661 -1.0019 -2.4533 0.1 0.1 -0.2
H 2.2477 -1.3489 -3.4894 -0.1 0.2 0.3
H 3.0143 -0.1170 -2.4738 0.0 -0.1 -0.1
H 1.3672 -0.6787 -2.1037 0.0 -0.3 -0.6
C 2.9469 -2.0979 -1.5689 -0.1 -0.3 -0.1
H 3.0222 -1.7346 -0.5321 0.1 0.0 0.2
H 2.2617 -2.9558 -1.5428 0.1 0.2 0.0
C 4.3287 -2.5652 -2.0422 0.0 0.1 0.1
H 4.7309 -3.3504 -1.3945 -0.1 0.1 -0.1
H 4.2770 -2.9631 -3.0614 -0.1 0.1 0.2
H 5.0419 -1.7336 -2.0459 -0.1 -0.1 0.0
C 0.1195 1.6119 1.6942 3.2 2.6 0.4
C 1.4206 1.0598 2.1452 -0.4 3.3 -0.7
C 2.4167 1.4852 1.1928 -1.4 2.9 1.9
C 1.7785 2.3920 0.2186 -0.5 1.1 3.2
C 0.3886 2.5342 0.5613 1.7 -0.5 2.5
C -0.5913 3.4428 -0.0444 -0.7 0.4 -0.6
C 2.4928 3.0770 -0.8582 0.5 0.3 -1.0
C 3.8401 1.1542 1.2035 1.0 -0.4 -0.1
C 1.6344 0.2665 3.3612 0.0 -0.8 0.5
C -1.1258 1.5088 2.4111 -1.6 0.1 1.1
Nd 0.8950 0.2878 0.0346 2.0 -7.4 -6.5
H 1.8155 3.4740 -1.6160 0.1 0.0 0.0
H 3.0706 3.9176 -0.4572 0.0 -0.1 -0.1
H 3.2020 2.4174 -1.3662 0.1 0.1 0.0
H -0.3238 3.7204 -1.0656 0.0 0.1 0.1
H -1.5900 3.0026 -0.0781 0.0 0.1 0.1
H -0.6645 4.3713 0.5384 0.1 -0.2 -0.1
H -1.2370 0.5519 2.9283 0.0 0.1 0.0
H -1.1647 2.2994 3.1706 -0.2 -0.1 0.0
H -1.9975 1.6342 1.7635 0.1 0.0 0.1
H 2.5303 -0.3528 3.3012 0.0 0.0 0.1
H 1.7481 0.9255 4.2318 0.0 -0.1 -0.2
H 0.7922 -0.3983 3.5659 0.0 0.0 0.1
H 4.2247 0.9576 0.1986 0.1 0.0 0.0
H 4.4210 1.9907 1.6087 0.0 -0.1 -0.1
H 4.0569 0.2763 1.8142 0.0 0.1 0.0
C -2.7665 0.3497 -2.4133 0.6 0.3 0.5
N -3.3885 -0.5717 -1.4303 -0.4 -0.8 0.9
C -4.7365 -1.0282 -1.7959 -0.7 -0.3 0.1
C -2.6966 -0.9988 -0.2765 -12.3 -5.1 -1.7
S -1.3372 -0.4736 -0.1277 9.2 3.6 0.9
N -3.0982 -1.9375 0.6974 -0.9 0.7 -1.2
C -4.4622 -2.4181 0.9581 -0.8 -0.2 0.1
C -2.1145 -2.5597 1.6212 0.6 0.5 -0.1
H -3.4178 0.5915 -3.2723 0.0 -0.5 0.8
H -1.8467 -0.1083 -2.8178 -0.3 0.3 0.1
H -2.5188 1.3045 -1.9158 0.0 -0.3 -0.3
H -4.7667 -2.1323 -1.8127 -0.2 0.5 0.2
H -5.4815 -0.5769 -1.1155 0.3 -0.5 -0.2
H -5.0552 -0.6941 -2.8007 0.7 -0.1 0.5
H -4.5395 -3.5022 0.7471 0.1 0.5 0.1
H -4.7315 -2.2459 2.0149 0.4 -0.1 -0.3
H -5.2457 -1.9009 0.4006 0.5 -0.1 0.0
H -1.3461 -3.0914 1.0341 -0.2 0.2 0.3
H -1.6344 -1.7789 2.2410 -0.1 -0.4 -0.2
H -2.5734 -3.2880 2.3143 -0.2 0.5 -0.7
```
Forces are in eV/Å.

Properties
**Net charge**: +2
**<S²>**: 3.76
**Relative energy (zero: lowest compared OMol25 entry of this formula, charge and spin)**: 4.4067 eV
**E_HOMO (alpha / beta)**: -14.9 / -14.9 eV
**Frontier orbital gap (alpha / beta)**: 8.087 / 8.200 eV
**Calculated total energy**: -1775.2650 Ha
**Spin multiplicity**: 4

2.
Here is C18H35N2O10PPd as an isolated structure from OMol25. Energies are from the ωB97M-V functional and the def2-TZVPD basis.

Geometry as XYZ:
```
67
Properties=species:S:1:pos:R:3:forces:R:3
Pd 1.1358 0.5214 -0.7580 -0.1 -0.1 0.1
O -2.9388 2.8630 0.9740 -0.1 0.0 0.0
C -1.9362 2.4464 0.1459 0.5 0.4 0.2
O -1.0426 1.7529 0.5653 -0.1 -0.3 -0.2
C -1.8367 3.3148 -1.0957 -0.1 0.0 -0.1
O -1.4270 2.6292 -2.2412 0.1 -0.2 0.0
C -2.4536 1.9644 -2.9678 -0.1 0.0 0.0
C -3.5613 1.2535 -2.1576 0.1 0.1 -0.1
O -4.5576 0.9143 -2.8247 0.0 0.0 0.0
O -3.3348 1.0892 -0.9370 -0.2 -0.1 0.0
H -2.8739 2.2672 1.7329 0.0 0.0 0.0
H -1.0375 4.0308 -0.8753 -0.1 0.1 0.0
H -2.7733 3.8624 -1.2513 -0.1 -0.1 0.0
H -1.9468 1.2031 -3.5611 0.0 0.0 0.0
H -2.9354 2.6674 -3.6598 0.0 0.0 0.0
C 4.4132 -3.9017 -4.0795 0.1 0.0 -0.1
C 4.9586 -2.7865 -3.1902 0.0 -0.1 0.0
C 6.3469 -3.1617 -2.6746 0.0 0.0 0.0
C 5.0359 -1.4820 -3.9781 0.1 0.0 -0.1
O 4.1723 -2.6593 -2.0051 -0.1 0.1 0.1
P 2.5556 -2.3016 -1.9804 0.0 0.1 0.0
O 2.2634 -1.2899 -3.0196 0.0 -0.1 -0.1
O 2.2384 -2.1167 -0.5372 0.1 0.1 0.0
O 1.9020 -3.7121 -2.4993 0.0 0.1 0.0
C 1.5152 -4.7864 -1.6410 0.0 0.0 0.0
C 1.1867 -5.9310 -2.5981 0.0 0.0 0.0
C 2.6581 -5.1974 -0.7165 0.0 -0.1 0.1
C 0.2755 -4.3919 -0.8465 -0.1 -0.1 0.1
H 5.0668 -4.0332 -4.9474 0.0 0.0 0.0
H 3.4081 -3.6630 -4.4250 0.0 0.0 0.0
H 4.3702 -4.8436 -3.5283 0.0 0.0 0.0
H 7.0418 -3.3345 -3.4999 0.0 0.0 0.0
H 6.2838 -4.0663 -2.0665 0.0 0.0 0.0
H 6.7372 -2.3547 -2.0518 0.0 0.0 0.0
H 5.7565 -1.6090 -4.7931 0.0 0.0 0.0
H 5.3782 -0.6624 -3.3452 0.0 0.0 0.1
H 4.0609 -1.2069 -4.3734 0.0 0.0 0.0
H 2.0718 -6.2050 -3.1762 0.0 0.0 0.0
H 0.4031 -5.6176 -3.2894 0.0 0.0 0.0
H 0.8399 -6.8091 -2.0475 0.0 0.0 0.0
H 3.5390 -5.4685 -1.3035 0.0 0.0 0.0
H 2.3590 -6.0650 -0.1210 0.0 0.0 0.0
H 2.9168 -4.3764 -0.0491 0.0 0.0 0.0
H -0.5334 -4.1226 -1.5272 0.0 0.0 0.0
H 0.4918 -3.5366 -0.2086 0.0 0.0 0.0
H -0.0536 -5.2357 -0.2319 0.0 0.0 0.0
C 2.4485 -0.3703 2.7704 -0.1 0.1 0.0
N 3.6124 -0.0071 1.9836 0.0 -0.1 0.0
C 4.4207 -1.1410 1.5557 0.0 0.0 0.1
C 5.7285 -0.6208 1.0024 0.0 0.1 0.0
C 5.4245 0.2563 -0.1962 -0.1 -0.1 -0.1
N 4.3495 1.1892 0.0842 0.0 0.1 0.2
C 3.8965 2.0228 -1.0210 0.2 -0.2 -0.1
C 3.4510 1.0643 1.1221 0.0 0.2 0.0
O 2.5935 1.9219 1.3096 0.1 -0.1 -0.1
H 2.7497 -0.6323 3.7898 0.0 -0.1 0.0
H 1.9338 -1.2162 2.3027 0.0 0.0 0.0
H 1.7647 0.4737 2.7992 0.0 0.0 0.0
H 3.8809 -1.7275 0.8088 0.0 -0.1 -0.1
H 4.5920 -1.7776 2.4301 0.0 0.1 0.0
H 6.3779 -1.4440 0.6970 0.0 0.0 0.0
H 6.2489 -0.0426 1.7733 0.0 0.0 0.0
H 5.1443 -0.3766 -1.0460 0.0 -0.1 0.0
H 6.3181 0.8253 -0.4835 0.0 0.0 0.0
H 3.9656 3.0852 -0.7852 -0.1 0.0 0.0
H 2.8584 1.7576 -1.2990 0.0 0.1 0.1
H 4.5290 1.8060 -1.8851 0.0 0.0 0.0
```
Forces are in eV/Å.

Properties
**Net charge**: -2
**Relative energy (zero: lowest compared OMol25 entry of this formula, charge and spin)**: 0.6697 eV
**E_HOMO**: -0.5 eV
**Frontier orbital gap**: 4.826 eV
**Calculated total energy**: -2038.2069 Ha

3.
Here is a 7-piece molecular cluster, C18H36BCl12NO11S overall from OMol25. Energies are from the ωB97M-V functional and the def2-TZVPD basis.

Geometry as XYZ:
```
80
Properties=species:S:1:pos:R:3:forces:R:3
C 5.1608 3.8869 -0.2116 0.1 0.2 -0.6
C 5.1144 3.0559 -1.4946 -0.4 0.4 0.5
O 5.9274 1.9002 -1.3971 -0.1 -0.1 -0.1
C 5.2025 0.6836 -1.3496 0.4 0.3 -0.1
C 4.5312 0.5188 -0.0079 -0.2 0.2 0.0
O 3.8088 -0.6916 0.0312 0.2 0.0 0.2
C 3.0566 -0.8089 1.2190 -0.4 0.2 0.2
C 1.5236 -0.7583 0.9624 0.5 -0.2 0.1
O 1.1883 -0.9700 -0.3954 -0.4 0.2 0.3
C 1.3029 0.1759 -1.2011 -0.3 -0.5 -0.7
C 0.0939 1.1308 -1.2449 1.2 0.6 0.6
B 0.7645 2.5751 -0.9374 0.2 0.1 -0.4
O 1.1720 2.8667 0.3570 0.1 -0.1 -0.3
O 0.9667 3.4646 -1.9313 -0.6 0.3 0.4
C 0.6733 4.8375 -1.5379 -0.1 0.0 -0.6
C 0.3758 5.6545 -2.7723 -0.2 -0.1 0.4
O -0.6297 1.0944 -2.5005 -0.5 0.0 0.4
S -2.0007 1.9234 -2.2638 -0.1 0.2 -1.5
O -3.0849 1.1526 -2.7631 0.1 -0.4 0.3
O -1.8264 3.2290 -2.7968 -0.1 0.2 0.6
O -1.9852 1.9552 -0.6679 0.7 -0.1 -0.9
C -1.0150 0.9334 -0.2520 -1.1 -0.5 0.9
C -1.7580 -0.4379 -0.2142 -0.1 0.6 0.4
O -3.1413 -0.1965 0.0384 -0.2 0.1 -0.3
N -3.3577 -0.0064 1.4398 0.4 1.3 -1.0
O -4.0984 0.8719 1.6195 -0.4 -0.5 0.0
H 4.3665 3.6167 0.4778 0.1 -0.1 0.3
H 6.1468 3.7945 0.2335 0.0 0.0 0.2
H 5.0168 4.9341 -0.4752 -0.1 0.1 0.1
H 4.0653 2.8073 -1.6833 0.0 -0.3 -0.2
H 5.4269 3.6744 -2.3333 0.3 -0.2 -0.2
H 4.4890 0.6696 -2.1764 -0.2 -0.3 0.0
H 5.9376 -0.1050 -1.4848 0.0 -0.2 -0.1
H 5.2836 0.5781 0.7821 0.1 -0.1 0.1
H 3.8505 1.3687 0.1495 0.0 0.1 0.1
H 3.2974 -1.7186 1.7632 0.2 -0.3 -0.3
H 3.3089 -0.0072 1.9159 0.0 0.0 -0.2
H 1.1080 0.1641 1.3786 -0.2 0.2 -0.3
H 1.0578 -1.5642 1.5206 -0.1 -0.1 0.1
H 2.1999 0.7342 -0.9384 0.1 0.0 0.1
H 1.4659 -0.1680 -2.2210 0.0 -0.1 -0.1
H 1.7185 2.1554 0.7027 -0.2 -0.1 0.5
H -0.2407 4.8125 -0.9485 0.1 0.1 0.3
H 1.4906 5.2674 -0.9663 0.1 -0.2 0.2
H -0.4991 5.2393 -3.2602 0.1 -0.1 -0.3
H 0.0979 6.6493 -2.4284 0.2 0.2 -0.1
H 1.2314 5.6915 -3.4382 0.0 0.1 -0.2
H -0.7601 1.2432 0.7556 0.2 0.0 0.1
H -1.6862 -0.9710 -1.1536 0.0 -0.1 -0.1
H -1.3630 -1.0308 0.6019 0.2 -0.2 0.0
C 3.7762 -1.3952 5.4239 0.0 0.0 0.1
Cl 3.2659 -2.8507 4.5625 0.0 0.0 0.0
Cl 4.0984 -0.0505 4.3196 0.1 0.1 0.3
H 2.9873 -1.1031 6.1041 -0.1 0.0 0.0
H 4.6847 -1.6154 5.9708 0.0 0.0 -0.1
C -5.6484 -1.1320 -3.6538 0.1 0.1 0.0
Cl -6.8571 0.0001 -4.2630 0.0 0.0 0.0
Cl -6.3842 -2.6685 -3.1546 0.0 0.0 0.0
H -4.9323 -1.3335 -4.4401 0.0 0.0 0.0
H -5.1558 -0.6904 -2.7990 0.0 0.1 0.1
C -5.6862 -6.4089 -2.5507 0.0 0.0 0.0
Cl -4.2924 -6.6685 -1.4969 -0.1 0.0 -0.1
Cl -6.8144 -7.7715 -2.5137 0.0 0.0 0.0
H -6.2071 -5.5202 -2.2173 0.0 0.0 0.1
H -5.3318 -6.2803 -3.5659 0.0 -0.1 0.0
C -4.6504 -3.6922 2.1386 0.0 0.0 0.1
Cl -3.5408 -2.3558 2.5141 -0.2 -1.0 0.4
Cl -5.2130 -3.5634 0.4701 0.0 0.0 0.0
H -4.1366 -4.6382 2.2709 0.0 0.0 -0.1
H -5.5052 -3.6363 2.8015 0.0 0.1 0.0
C -1.4284 -4.6573 0.6119 0.0 -0.1 0.1
Cl -0.3429 -3.3339 0.1734 0.0 -0.4 -0.1
Cl -1.3265 -6.0047 -0.5250 0.2 0.0 0.1
H -1.1512 -5.0154 1.5968 0.0 0.0 0.0
H -2.4447 -4.2839 0.6138 0.0 0.0 -0.1
C -1.4644 0.1247 5.1042 0.0 0.0 0.1
Cl 0.1916 0.2057 5.7226 0.0 0.0 0.0
Cl -1.5543 0.4945 3.3802 0.4 0.0 0.6
H -1.8447 -0.8782 5.2580 0.1 0.0 -0.1
H -2.0669 0.8468 5.6414 0.0 0.1 0.0
```
Forces are in eV/Å.

Properties
**Net charge**: 0
**SMILES string**: CCOCCOCCOC[C@@]1(B(O)OCC)OS(=O)(=O)O[C@H]1CON=O.ClCCl.ClCCl.ClCCl.ClCCl.ClCCl.ClCCl
**E_HOMO**: -10.1 eV
**Frontier orbital gap**: 10.001 eV
**Calculated total energy**: -7535.0586 Ha

4.
Here is C18H36Br18 as an isolated structure from OMol25. Energies are from the ωB97M-V functional and the def2-TZVPD basis.

Geometry as XYZ:
```
72
Properties=species:S:1:pos:R:3:forces:R:3
Br 3.8440 -2.3171 -0.2618 0.0 -0.3 -0.6
C 3.8190 -2.4952 -2.2357 0.1 0.6 0.2
C 3.0923 -3.7374 -2.6632 -0.1 -0.1 -0.1
Br 2.9171 -3.7166 -4.6242 0.2 -0.1 0.4
H 4.8587 -2.4182 -2.5353 0.0 -0.4 -0.1
H 3.3005 -1.6232 -2.6272 0.0 0.0 0.2
H 2.0662 -3.7425 -2.3135 0.0 0.1 0.1
H 3.5779 -4.6582 -2.3531 0.1 0.0 -0.2
Br 0.6074 -1.2774 -2.4867 -0.1 0.6 0.6
C 1.0089 -0.0765 -0.9660 0.6 0.2 -0.1
C -0.0988 0.9278 -0.7526 0.1 -0.9 -0.5
Br 0.4373 2.2080 0.6179 -1.9 -0.8 1.3
H 1.9152 0.4789 -1.2142 -0.7 -0.9 -0.4
H 1.3203 -0.6709 -0.1097 -0.5 -0.2 0.0
H -1.0305 0.4538 -0.4521 -0.1 0.3 0.2
H -0.2467 1.4486 -1.6942 -0.2 0.4 0.1
Br -3.1495 -4.2902 0.9355 -0.2 0.3 0.1
C -3.7858 -3.2596 -0.5992 1.0 0.2 -0.5
C -2.7254 -2.2766 -1.0672 0.1 0.8 0.2
Br -3.2269 -1.5182 -2.8303 0.1 -0.4 0.5
H -4.6736 -2.7049 -0.3231 -0.3 -0.4 0.0
H -3.9183 -4.0206 -1.3586 -0.5 0.1 0.0
H -1.7023 -2.6399 -1.1157 -0.2 -0.4 -0.4
H -2.6807 -1.3909 -0.4363 -0.2 -0.1 0.2
Br -3.2145 0.6754 1.6395 0.5 -0.3 0.1
C -1.8887 -0.3701 2.6464 0.1 -0.5 0.0
C -2.5720 -1.2996 3.6075 -0.7 0.5 0.8
Br -3.3262 -0.3217 5.1546 0.1 -0.2 -0.4
H -1.1940 0.3393 3.0840 -0.1 0.1 0.1
H -1.3328 -1.0477 1.9942 -0.1 0.4 -0.5
H -1.9472 -2.0467 4.0869 0.4 0.1 -0.3
H -3.3980 -1.8013 3.1131 -0.1 0.0 0.1
Br -0.9540 2.2922 -4.7659 -0.9 0.0 0.0
C -2.8822 2.4088 -4.4213 0.0 0.2 -0.3
C -3.2371 3.5080 -3.4519 0.1 -0.6 0.1
Br -2.5792 3.0226 -1.6725 -0.2 0.4 -0.1
H -3.1953 1.4336 -4.0627 0.0 0.0 0.0
H -3.4012 2.6433 -5.3518 0.3 -0.2 -0.2
H -4.3217 3.5605 -3.3784 0.0 0.1 0.1
H -2.8406 4.4703 -3.7602 0.2 0.0 0.2
Br 1.8591 3.6179 -3.8920 0.8 -0.3 0.7
C 2.6451 2.2286 -2.7157 0.1 0.7 0.5
C 2.6767 2.6936 -1.2581 -0.1 0.5 -1.4
Br 3.6524 1.3547 -0.2191 0.9 1.0 0.0
H 3.6767 2.0855 -3.0177 -0.2 -0.3 -0.5
H 2.0017 1.3627 -2.8248 0.3 -0.1 -0.4
H 1.6724 2.7803 -0.8481 1.0 0.1 -0.6
H 3.1311 3.6804 -1.2133 0.4 -0.2 0.3
Br 0.6120 -7.8000 0.8757 0.1 0.4 0.1
C 0.2377 -6.0062 1.5630 -0.3 0.5 -0.1
C 0.6982 -4.9614 0.5653 0.1 -0.7 -1.0
Br 0.3764 -3.1223 1.0864 0.1 -0.3 0.3
H 0.6941 -5.8838 2.5398 0.1 -0.2 0.0
H -0.8430 -5.9414 1.6465 0.0 -0.1 0.2
H 0.1522 -5.1041 -0.3673 -0.2 0.1 0.1
H 1.7441 -5.0820 0.2884 0.1 0.3 0.4
Br -1.1409 6.3981 0.7778 -0.1 -0.3 0.0
C -1.6671 4.7336 1.6986 0.1 0.3 -0.1
C -0.6630 4.5365 2.8133 -0.7 0.3 0.5
Br -1.2993 3.1927 4.1365 0.3 0.3 -0.6
H -1.7296 3.9960 0.9105 0.2 -0.2 0.2
H -2.6556 4.9072 2.1126 0.0 0.1 0.0
H -0.6722 5.4842 3.3446 0.3 -0.2 0.3
H 0.3579 4.2896 2.5484 -0.1 -0.1 -0.2
Br 3.1834 3.6953 4.3421 0.0 -0.3 0.0
C 3.0571 2.0781 3.2586 0.2 0.1 -0.8
C 2.2086 1.0173 3.9198 0.3 0.3 -0.4
Br 2.2882 -0.5845 2.7911 -0.2 0.1 0.2
H 4.0438 1.7063 2.9817 0.2 0.1 0.6
H 2.6779 2.4197 2.2979 -0.4 -0.1 0.2
H 1.1715 1.3349 3.9741 0.0 -0.1 0.1
H 2.6104 0.7430 4.8884 -0.1 -0.1 0.1
```
Forces are in eV/Å.

Properties
**Net charge**: 0
**Relative energy (zero: lowest compared OMol25 entry of this formula, charge and spin)**: 1.1490 eV
**E_HOMO**: -9.8 eV
**Frontier orbital gap**: 9.974 eV
**Calculated total energy**: -47039.7044 Ha